1.
DFT (ωB97M-V/def2-TZVPD) results for a structure of composition C22H54CoN10O6P4S.

Results
multiplicity: 5
net charge: +3
energy above the lowest of the compared OMol25 structures with the same formula, charge and spin: 2.4 kJ/mol
expectation value of S²: 6.0096

Each line ends with the Mulliken charge.
Cartesian coordinates (Å):
Co1 -0.051 -0.114 -0.051  4.811
C1 -2.141 -1.047 5.403  -1.192
N1 -2.154 -1.142 3.944  0.767
C2 -3.107 -2.108 3.397  -0.683
P1 -1.419 -0.069 2.965  -0.279
O1 -1.365 -0.533 1.548  -0.897
O2 0.111 0.010 3.578  -0.017
P2 1.405 -0.606 2.836  -0.646
O3 1.400 -0.191 1.397  -0.917
N2 2.666 0.032 3.655  0.219
C3 3.507 -0.731 4.570  -0.904
C4 2.751 1.485 3.769  -0.724
N3 1.265 -2.225 3.012  0.756
C5 0.937 -2.828 4.304  -1.073
C6 1.974 -3.116 2.096  -0.915
N4 -1.975 1.472 3.104  0.152
C7 -1.297 2.473 2.277  -0.508
C8 -2.403 1.973 4.418  -1.005
H1 -1.927 -2.032 5.822  0.391
H2 -3.107 -0.720 5.790  0.368
H3 -1.368 -0.357 5.734  0.329
H4 -4.136 -1.847 3.655  0.301
H5 -2.889 -3.094 3.813  0.315
H6 -3.004 -2.146 2.316  -0.017
H7 3.429 -1.796 4.362  0.261
H8 3.232 -0.554 5.614  0.336
H9 4.548 -0.436 4.438  0.314
H10 2.190 1.952 2.960  -0.026
H11 3.794 1.797 3.700  0.363
H12 2.350 1.836 4.724  0.278
H13 0.553 -2.075 4.989  0.253
H14 1.812 -3.302 4.756  0.455
H15 0.176 -3.599 4.164  0.311
H16 2.233 -2.584 1.183  0.192
H17 1.329 -3.964 1.851  0.281
H18 2.890 -3.506 2.548  0.304
H19 -1.055 2.048 1.304  -0.381
H20 -0.383 2.847 2.753  0.279
H21 -1.974 3.312 2.124  0.589
H22 -3.230 1.378 4.796  0.232
H23 -2.762 2.993 4.295  0.429
H24 -1.589 1.990 5.148  0.336
C9 2.364 2.206 -4.933  -1.220
N5 2.183 1.190 -3.896  0.786
C10 2.800 -0.103 -4.193  -0.651
P3 1.659 1.514 -2.390  -0.306
O4 1.300 0.280 -1.635  -0.746
O5 0.303 2.414 -2.646  -0.062
P4 -1.193 1.852 -2.405  -0.508
O6 -1.267 1.189 -1.063  -1.055
N6 -2.122 3.193 -2.482  0.227
C11 -3.027 3.493 -3.586  -0.908
C12 -1.807 4.312 -1.599  -0.773
N7 -1.457 0.804 -3.630  0.764
C13 -1.148 1.154 -5.017  -1.094
C14 -2.458 -0.250 -3.486  -0.930
N8 2.640 2.522 -1.536  0.136
C15 2.183 2.870 -0.188  -0.480
C16 3.336 3.610 -2.234  -1.005
H25 1.902 1.859 -5.859  0.387
H26 3.424 2.380 -5.131  0.380
H27 1.895 3.142 -4.639  0.341
H28 3.887 -0.022 -4.274  0.292
H29 2.412 -0.470 -5.146  0.327
H30 2.550 -0.814 -3.411  -0.046
H31 -3.247 2.594 -4.157  0.263
H32 -2.603 4.244 -4.258  0.338
H33 -3.966 3.882 -3.191  0.316
H34 -1.223 3.961 -0.748  0.012
H35 -2.731 4.758 -1.230  0.370
H36 -1.237 5.084 -2.123  0.279
H37 -0.514 2.037 -5.054  0.256
H38 -2.058 1.350 -5.589  0.465
H39 -0.626 0.322 -5.494  0.314
H40 -2.676 -0.417 -2.433  0.201
H41 -2.072 -1.172 -3.928  0.285
H42 -3.387 0.010 -4.001  0.301
H43 1.731 1.999 0.284  -0.402
H44 1.465 3.698 -0.200  0.273
H45 3.046 3.171 0.404  0.595
H46 3.992 3.206 -3.002  0.233
H47 3.959 4.137 -1.514  0.434
H48 2.647 4.336 -2.677  0.331
N9 -1.670 -6.826 -1.826  -0.303
C17 -0.949 -5.939 -2.467  0.316
S1 -0.290 -6.234 -3.976  0.131
C18 -0.732 -4.599 -1.873  0.837
C19 -1.758 -3.939 -1.198  -0.936
C20 -1.515 -2.674 -0.692  -0.809
N10 -0.336 -2.059 -0.822  0.390
C21 0.650 -2.688 -1.468  -1.065
C22 0.496 -3.951 -2.012  -0.746
H49 -1.845 -7.738 -2.233  0.249
H50 -2.011 -6.664 -0.888  0.244
H51 -2.741 -4.379 -1.092  0.516
H52 -2.284 -2.126 -0.162  0.721
H53 1.587 -2.152 -1.549  0.732
H54 1.323 -4.434 -2.517  0.564

---

2.
DFT (ωB97M-V/def2-TZVPD) results for a cluster of 9 separate species, C12H42O9 in total.

Results
multiplicity: 1
energy above the lowest of the compared OMol25 structures with the same formula, charge and spin: 0.0 kJ/mol
SMILES: CC(C)O.CC(C)O.CC(C)O.CC(C)O.O.O.O.O.O

Each line ends with the Mulliken charge.
Cartesian coordinates (Å):
C1 -17.045 2.591 -19.505  -1.311
C2 -16.415 1.269 -19.158  0.541
C3 -17.119 0.118 -19.795  -0.743
O1 -15.053 1.238 -19.606  -0.435
H1 -18.037 2.717 -19.068  0.383
H2 -17.131 2.663 -20.592  0.228
H3 -16.406 3.406 -19.164  0.368
H4 -16.441 1.090 -18.073  0.268
H5 -17.262 0.287 -20.860  -0.083
H6 -18.078 -0.028 -19.294  0.441
H7 -16.546 -0.797 -19.638  -0.040
H8 -14.500 1.690 -18.960  0.266
C4 -16.256 0.937 -23.750  -0.634
C5 -15.397 -0.284 -24.094  0.406
C6 -14.770 -0.111 -25.497  -1.424
O2 -14.365 -0.451 -23.072  -0.463
H9 -16.681 0.804 -22.744  -0.265
H10 -17.087 1.109 -24.430  0.486
H11 -15.626 1.829 -23.705  0.331
H12 -16.031 -1.171 -24.082  0.360
H13 -13.944 -0.814 -25.664  0.342
H14 -14.403 0.910 -25.663  0.324
H15 -15.469 -0.283 -26.330  0.406
H16 -13.771 0.319 -23.047  0.208
C7 -14.083 -4.216 -21.673  -0.640
C8 -14.985 -5.420 -21.309  0.324
C9 -14.324 -6.354 -20.278  -1.229
O3 -16.287 -4.955 -20.885  -0.600
H17 -13.594 -3.775 -20.813  -0.221
H18 -14.720 -3.456 -22.120  0.160
H19 -13.281 -4.506 -22.366  0.521
H20 -15.134 -5.991 -22.237  0.349
H21 -13.991 -5.799 -19.395  0.198
H22 -13.394 -6.737 -20.733  0.396
H23 -14.983 -7.167 -20.003  0.329
H24 -16.171 -4.430 -20.063  0.391
C10 -17.006 -2.996 -16.467  -1.525
C11 -15.617 -2.849 -17.115  1.021
C12 -14.582 -3.696 -16.415  -1.430
O4 -15.682 -3.177 -18.577  -0.316
H25 -17.252 -4.031 -16.216  0.346
H26 -17.760 -2.622 -17.156  0.373
H27 -17.034 -2.422 -15.537  0.383
H28 -15.319 -1.782 -17.035  0.082
H29 -13.561 -3.478 -16.731  0.227
H30 -14.818 -4.748 -16.578  0.328
H31 -14.599 -3.484 -15.336  0.416
H32 -14.924 -2.681 -18.972  0.003
O5 -12.138 1.328 -22.136  -0.665
H33 -11.711 0.643 -22.676  0.299
H34 -11.594 1.364 -21.320  0.300
O6 -12.381 -0.592 -16.923  -0.720
H35 -12.313 -1.325 -17.604  0.358
H36 -12.269 -1.031 -16.069  0.322
O7 -13.890 -1.347 -20.275  0.036
H37 -13.404 -0.559 -19.981  0.057
H38 -14.342 -1.062 -21.101  0.166
O8 -10.669 1.048 -18.650  -0.624
H39 -11.231 0.500 -18.062  0.372
H40 -9.763 0.745 -18.495  0.291
O9 -11.920 -2.746 -18.815  -0.644
H41 -11.021 -2.551 -19.128  0.282
H42 -12.526 -2.431 -19.550  0.325

---

3.
DFT (ωB97M-V/def2-TZVPD) results for a cluster of 8 separate species, C45H39ClF7INO4P in total.

Results
multiplicity: 1
SMILES: N[C@]1(P(O)I)OC(=O)O[C@H]1Cl.Fc1ccccc1.Fc1ccccc1.Fc1ccccc1.Fc1ccccc1.Fc1ccccc1.Fc1ccccc1.Fc1ccccc1
electronic energy: -3892.2255 Ha

Each line ends with the Mulliken charge.
Cartesian coordinates (Å):
N1 -0.329 -4.209 -1.939  -0.703
C1 -0.524 -3.386 -3.119  1.406
P1 -2.230 -3.804 -3.821  -0.144
O1 -2.407 -2.882 -5.147  -0.312
I1 -3.614 -2.706 -2.154  0.018
O2 0.384 -3.769 -4.170  -0.495
C2 1.578 -3.196 -3.826  0.468
O3 2.644 -3.680 -3.978  -0.528
O4 1.333 -2.000 -3.242  -0.198
C3 -0.026 -1.957 -2.825  -0.281
Cl1 -0.811 -0.631 -3.701  -0.121
H1 0.340 -4.936 -2.185  0.265
H2 -1.174 -4.724 -1.706  0.320
H3 -2.113 -3.406 -5.909  0.216
H4 -0.060 -1.706 -1.771  0.148
F1 -4.677 0.384 -0.538  -0.341
C4 -4.415 1.420 -1.365  0.394
C5 -3.578 1.212 -2.444  0.300
C6 -3.308 2.281 -3.285  -0.267
C7 -3.860 3.530 -3.035  -0.616
C8 -4.693 3.710 -1.939  -0.433
C9 -4.981 2.648 -1.092  -0.375
H5 -3.139 0.235 -2.596  -0.365
H6 -2.656 2.135 -4.137  0.394
H7 -3.641 4.362 -3.691  0.398
H8 -5.122 4.683 -1.737  0.374
H9 -5.630 2.763 -0.234  0.477
F2 -1.169 -6.578 -0.876  -0.248
C10 -0.694 -7.781 -0.467  0.455
C11 -0.302 -8.693 -1.424  -0.456
C12 0.189 -9.919 -0.997  -0.325
C13 0.272 -10.209 0.358  -0.599
C14 -0.133 -9.268 1.295  -0.290
C15 -0.622 -8.035 0.886  -0.524
H10 -0.383 -8.444 -2.473  0.427
H11 0.507 -10.649 -1.729  0.353
H12 0.654 -11.167 0.683  0.369
H13 -0.071 -9.492 2.351  0.353
H14 -0.939 -7.282 1.595  0.414
F3 -0.116 0.096 -0.679  0.101
C16 -0.281 1.044 0.278  0.152
C17 -1.439 1.794 0.269  0.117
C18 -1.604 2.761 1.250  -0.548
C19 -0.621 2.965 2.209  -0.665
C20 0.535 2.195 2.188  -0.465
C21 0.714 1.219 1.216  -0.599
H15 -2.186 1.619 -0.491  0.229
H16 -2.509 3.356 1.260  0.412
H17 -0.752 3.720 2.970  0.425
H18 1.303 2.356 2.933  0.409
H19 1.604 0.606 1.181  0.488
F4 -1.409 -4.617 -7.885  -0.315
C22 -2.274 -4.192 -8.841  0.593
C23 -3.595 -4.003 -8.495  -0.474
C24 -4.477 -3.563 -9.471  -0.369
C25 -4.029 -3.327 -10.763  -0.557
C26 -2.692 -3.528 -11.080  -0.253
C27 -1.796 -3.963 -10.114  -0.584
H20 -3.923 -4.203 -7.483  0.470
H21 -5.517 -3.405 -9.217  0.359
H22 -4.721 -2.985 -11.521  0.373
H23 -2.341 -3.346 -12.087  0.357
H24 -0.750 -4.122 -10.334  0.419
F5 5.286 2.606 0.144  -0.340
C28 4.777 1.482 -0.407  0.396
C29 3.691 1.589 -1.251  -0.665
C30 3.177 0.430 -1.815  -0.169
C31 3.742 -0.805 -1.527  -0.316
C32 4.833 -0.880 -0.671  -0.467
C33 5.364 0.270 -0.104  -0.493
H25 3.263 2.561 -1.456  0.439
H26 2.328 0.491 -2.485  0.424
H27 3.335 -1.703 -1.966  0.346
H28 5.274 -1.841 -0.440  0.395
H29 6.217 0.237 0.562  0.444
F6 0.479 3.713 5.055  -0.233
C34 0.003 4.312 6.170  0.529
C35 0.303 5.641 6.387  -0.513
C36 -0.197 6.246 7.533  -0.381
C37 -0.968 5.522 8.431  -0.617
C38 -1.247 4.183 8.186  -0.338
C39 -0.762 3.565 7.043  -0.464
H30 0.912 6.179 5.675  0.431
H31 0.024 7.287 7.721  0.385
H32 -1.351 6.000 9.323  0.394
H33 -1.846 3.616 8.886  0.372
H34 -0.969 2.526 6.824  0.438
F7 2.607 7.475 7.031  -0.281
C40 3.671 7.216 7.823  0.493
C41 3.609 6.125 8.665  -0.261
C42 4.704 5.859 9.476  -0.366
C43 5.824 6.677 9.435  -0.605
C44 5.854 7.769 8.578  -0.299
C45 4.770 8.047 7.757  -0.589
H35 2.722 5.506 8.678  0.427
H36 4.679 5.005 10.141  0.351
H37 6.673 6.465 10.071  0.365
H38 6.724 8.410 8.546  0.351
H39 4.770 8.888 7.077  0.415